The following is a DFT calculation (ωB97M-V/def2-TZVPD) of a cluster of 3 separate species, C2H8OS2 in total at a distorted geometry.

The geometry in XYZ format:
```
13
Properties=species:S:1:pos:R:3:forces:R:3
C 1.614 -1.449 0.133 -0.132 0.936 0.371
S 1.772 0.340 0.196 -0.203 -0.387 0.291
S -1.970 -0.739 -0.337 0.246 -0.171 0.318
C -1.376 0.259 0.975 1.188 -0.343 -0.834
H 2.374 -1.969 0.715 0.206 0.147 -0.129
H 0.685 -1.651 0.713 -0.269 -0.102 -0.591
H 1.552 -1.791 -0.891 -0.211 -0.247 0.047
H -0.588 -0.169 1.609 -0.998 -0.486 0.560
H -0.777 1.102 0.559 -0.162 0.445 -0.303
H -2.276 0.681 1.435 0.392 0.268 0.412
H -0.992 1.474 -1.496 -0.670 -0.178 -0.176
H 0.416 1.843 -1.610 0.452 0.139 -0.172
O -0.434 2.069 -2.000 0.160 -0.020 0.207
```
Positions in Å, forces in eV/Å.

Computed properties:
* 2S+1: 1
* energy above the lowest of the compared OMol25 structures with the same formula, charge and spin: 487.9 kJ/mol
* E_HOMO: -0.3140 hartree
* lowest unoccupied orbital energy: -4.37 eV

Löwdin atomic charge list, values in e, 8 entries: C -0.526; S 0.605; S 0.607; C -0.646; H 0.029; H 0.020; H 0.024; H 0.003



The following is a DFT calculation (ωB97M-V/def2-TZVPD) of a structure of composition C20H23Cl2NO10PW.

The geometry in XYZ format:
```
58
Properties=species:S:1:pos:R:3:forces:R:3
W -0.505 -0.371 -0.778 -0.223 0.466 -0.247
Cl 3.233 6.377 1.410 0.011 0.027 0.014
C 2.921 4.893 0.594 -0.027 -0.073 -0.039
C 3.909 4.329 -0.204 0.024 0.036 0.010
C 3.652 3.139 -0.857 0.034 -0.032 -0.029
C 2.421 2.507 -0.704 -0.104 0.007 0.063
C 1.435 3.087 0.093 0.007 -0.042 -0.014
C 1.682 4.282 0.742 -0.004 0.035 0.023
C 2.211 1.238 -1.420 0.238 0.083 -0.067
O 2.910 0.754 -2.250 -0.078 -0.040 0.006
O 1.072 0.538 -1.021 -0.261 -0.269 0.117
H 4.862 4.826 -0.310 -0.002 -0.004 -0.003
H 4.402 2.684 -1.490 0.010 0.013 0.005
H 0.463 2.624 0.183 -0.016 -0.002 0.012
H 0.922 4.752 1.351 0.004 -0.002 -0.002
O -4.510 -1.072 -1.097 0.023 -0.013 0.027
C -3.344 -1.289 -1.139 -0.115 -0.047 -0.014
O -2.414 -0.639 -0.376 0.215 0.157 -0.223
C -2.645 -2.262 -2.044 0.112 -0.046 0.082
C -3.033 -2.685 -3.306 -0.032 -0.009 0.035
C -2.099 -3.310 -4.134 0.007 -0.022 -0.085
C -0.765 -3.476 -3.761 -0.041 -0.065 0.064
C -0.428 -3.074 -2.485 -0.031 0.022 -0.007
C -1.361 -2.541 -1.628 0.126 0.219 0.107
N 0.915 -2.913 -1.987 0.261 0.035 0.104
O 1.041 -2.026 -1.084 -0.035 -0.091 -0.193
O 1.837 -3.551 -2.390 -0.097 0.029 0.005
H -4.032 -2.471 -3.663 0.005 0.000 -0.010
H -2.397 -3.605 -5.131 -0.005 0.002 0.004
H -0.025 -3.862 -4.448 0.011 -0.003 0.007
H -1.092 -2.418 -0.559 -0.027 -0.185 0.028
C 2.305 -0.520 3.317 -0.001 -0.005 -0.008
C 1.809 -0.380 1.880 -0.040 0.007 0.011
P -0.002 -0.522 1.679 -0.075 -0.039 -0.061
C -0.452 -2.105 2.470 -0.061 0.031 -0.028
C -1.958 -2.354 2.564 0.034 -0.020 0.005
C -0.720 0.805 2.713 -0.023 -0.031 -0.051
C -2.118 1.257 2.285 0.021 0.001 0.043
H 3.374 -0.312 3.355 0.000 -0.006 0.005
H 2.154 -1.528 3.702 0.011 0.007 0.009
H 1.811 0.182 3.989 0.005 0.001 -0.006
H 2.268 -1.124 1.225 0.004 -0.001 0.002
H 2.072 0.600 1.476 0.012 0.014 -0.005
H -0.008 -2.111 3.468 0.002 0.008 0.001
H 0.049 -2.892 1.899 -0.001 0.002 -0.016
H -2.429 -1.655 3.254 -0.005 0.002 -0.010
H -2.149 -3.360 2.935 0.006 0.002 0.007
H -2.454 -2.248 1.599 -0.010 -0.012 0.007
H -0.017 1.642 2.667 0.008 0.000 -0.027
H -0.718 0.455 3.748 0.006 -0.012 0.000
H -2.119 1.641 1.267 -0.003 0.008 -0.010
H -2.466 2.052 2.944 0.007 -0.006 0.008
H -2.841 0.444 2.330 -0.003 0.006 -0.017
O -1.352 1.628 -1.126 0.167 -0.212 0.400
Cl -1.346 1.578 -2.631 0.034 0.356 -0.231
O -2.615 1.874 -3.137 -0.049 0.000 -0.017
O -1.018 0.119 -2.850 0.011 -0.356 0.261
O -0.298 2.369 -3.129 -0.050 0.067 -0.053
```
Positions in Å, forces in eV/Å.

Computed properties:
* 2S+1: 1
* energy above the lowest of the compared OMol25 structures with the same formula, charge and spin: 0.0 kJ/mol
* E_HOMO: -0.4410 hartree
* lowest unoccupied orbital energy: -4.94 eV
* total charge: +1

Löwdin atomic charge list, values in e, 8 entries: W 1.594; Cl 0.724; C -0.653; C -0.071; C 0.014; C -0.147; C -0.021; C -0.079



The following is a DFT calculation (ωB97M-V/def2-TZVPD) of a structure of composition C8H15N2O4S2.

The geometry in XYZ format:
```
31
Properties=species:S:1:pos:R:3:forces:R:3
C 0.821 2.523 -1.730 0.056 0.018 0.140
C 0.981 1.192 -0.991 0.075 -0.069 -0.061
C 0.062 0.031 -1.403 0.049 0.065 0.025
C -0.013 -0.265 -2.897 -0.118 -0.031 0.109
S -1.559 0.115 -0.598 -0.120 0.027 0.252
O -2.267 -1.072 -1.025 0.133 0.109 0.061
O -1.225 0.212 0.814 -0.148 -0.008 -0.240
N -2.288 1.487 -0.971 0.145 -0.114 -0.337
S -2.879 1.822 -2.405 -0.202 0.058 0.181
O -3.254 0.688 -3.219 0.077 0.205 0.095
O -3.827 2.906 -2.266 0.188 -0.267 -0.031
H 0.574 2.385 -2.783 -0.011 0.019 -0.003
H 0.053 3.141 -1.265 -0.107 -0.070 -0.120
H 1.759 3.083 -1.694 -0.040 -0.002 0.030
H 0.846 1.347 0.081 0.051 -0.004 -0.010
H 2.010 0.837 -1.121 -0.044 -0.020 -0.059
H 0.457 -0.864 -0.908 -0.071 0.021 0.010
H 0.971 -0.586 -3.253 -0.023 0.065 -0.020
H -0.337 0.588 -3.490 0.019 0.054 0.013
H -0.734 -1.061 -3.075 0.028 -0.030 -0.001
H -1.824 2.385 -3.041 0.031 -0.006 -0.040
N 1.808 -2.123 4.671 -0.014 -0.002 -0.019
C 1.715 -3.129 3.746 0.003 0.011 0.008
C 0.855 -2.714 2.764 0.006 -0.016 -0.010
C 0.407 -1.407 3.103 -0.006 -0.001 0.030
C 1.013 -1.073 4.284 0.013 0.001 0.009
H 2.368 -2.150 5.502 0.007 0.003 0.009
H 2.266 -4.047 3.865 -0.003 -0.002 -0.002
H 0.570 -3.281 1.893 -0.007 0.008 -0.001
H -0.276 -0.795 2.531 0.041 -0.025 -0.012
H 0.949 -0.178 4.880 -0.006 0.001 -0.005
```
Positions in Å, forces in eV/Å.

Computed properties:
* 2S+1: 1
* E_HOMO: -0.2190 hartree
* lowest unoccupied orbital energy: 2.80 eV
* total charge: -1

Löwdin atomic charge list, values in e, 8 entries: C -0.112; C -0.244; C -0.423; C -0.091; S 0.517; O -0.338; O -0.366; N -0.354



The following is a DFT calculation (ωB97M-V/def2-TZVPD) of a structure of composition C31H32IN2O2S3Tl at a distorted geometry.

The geometry in XYZ format:
```
72
Properties=species:S:1:pos:R:3:forces:R:3
Tl -2.005 -1.111 0.777 0.034 0.258 0.039
C -4.119 1.496 -1.490 0.811 -1.020 1.381
C -3.503 2.310 -0.364 -1.448 0.505 -0.453
C -4.371 3.136 0.420 -1.689 -0.136 -0.775
C -3.841 4.017 1.285 2.145 1.713 0.759
C -2.378 4.140 1.437 -2.961 -1.362 -0.530
C -1.714 5.108 2.155 -0.026 1.165 0.687
C -0.384 5.303 2.042 1.681 -0.404 -0.812
C 0.367 4.400 1.198 0.753 1.017 0.761
C -0.285 3.385 0.572 0.790 -0.080 -0.709
S 0.286 2.357 -0.786 -0.169 -0.354 0.334
C -1.677 3.266 0.658 0.606 -0.539 -0.668
N -2.223 2.401 -0.238 0.782 -0.773 -0.281
H -3.812 1.863 -2.425 0.997 0.437 -1.254
H -5.180 1.589 -1.562 -0.819 -0.170 0.570
H -3.813 0.428 -1.398 -0.339 0.644 -0.204
H -5.474 3.136 0.152 1.520 -0.027 0.656
H -4.331 4.860 1.763 -0.774 -0.548 0.069
H -2.260 5.802 2.740 -0.668 0.525 0.497
H 0.108 6.195 2.479 -0.324 -0.916 -0.167
H 1.445 4.592 1.053 -0.723 -0.257 0.008
O 2.011 2.507 -0.591 -0.144 0.135 0.043
S 2.850 1.124 -0.561 0.723 0.703 -0.436
C 3.601 1.271 1.058 0.449 -0.100 -0.210
C 4.952 1.538 1.333 -0.371 -0.098 -0.754
C 5.370 1.648 2.654 -2.222 0.090 0.374
C 4.384 1.510 3.667 -0.733 -0.405 -1.226
C 3.000 1.208 3.381 2.445 0.213 -0.623
C 2.650 1.076 2.057 -0.595 -0.165 -0.419
C 4.129 1.542 -1.786 -1.299 0.829 1.865
C 4.681 2.828 -1.681 0.410 -1.390 -0.863
C 5.690 3.150 -2.573 -0.971 -3.049 0.338
C 6.203 2.135 -3.411 0.086 0.886 -0.529
C 5.579 0.918 -3.510 -0.476 -2.175 -0.909
C 4.444 0.621 -2.724 0.521 -2.093 -0.657
H 5.652 1.659 0.506 -0.122 -0.022 0.249
H 6.376 1.941 2.889 0.237 -0.182 0.136
H 4.737 1.608 4.662 -0.070 0.062 0.872
H 2.227 0.995 4.081 0.007 0.184 0.914
H 1.613 0.814 1.773 0.619 0.215 0.234
H 4.315 3.394 -0.869 -0.073 1.207 0.388
H 6.138 4.058 -2.571 1.219 2.674 0.095
H 7.070 2.368 -4.049 -0.488 -0.194 0.396
H 5.914 0.086 -4.208 -0.218 1.476 0.860
H 3.913 -0.392 -2.777 0.886 1.654 -0.008
I -0.993 -1.209 -2.643 0.110 -0.223 0.100
C 0.340 -2.444 -1.563 -0.789 0.900 1.347
C 1.346 -3.109 -2.230 0.190 -0.208 -2.643
C 2.224 -3.841 -1.489 0.300 -0.039 1.892
C 2.041 -3.802 -0.086 1.642 -0.889 -1.605
C 1.056 -3.129 0.514 -2.032 0.687 -0.234
N 0.162 -2.435 -0.232 0.296 -0.169 -0.819
H 1.421 -3.081 -3.362 -0.216 0.055 1.600
H 3.072 -4.422 -1.853 -0.425 0.257 -0.314
H 2.737 -4.320 0.501 0.812 -0.776 0.831
H 0.865 -3.224 1.581 0.107 0.349 -0.125
C -2.347 -5.653 -0.450 -1.151 0.535 1.237
C -3.842 -5.365 -0.159 -0.130 -1.103 -0.001
S -3.966 -4.257 1.261 -0.276 -1.758 -0.218
O -3.497 -3.004 0.612 0.754 2.032 -0.387
C -5.726 -4.098 1.383 -1.196 -0.812 0.759
C -6.420 -3.584 0.122 -1.222 -0.029 0.564
H -2.353 -6.219 -1.345 0.504 -0.668 -0.813
H -1.901 -6.187 0.388 0.053 -0.270 -0.184
H -1.792 -4.730 -0.575 0.010 0.201 -0.231
H -4.437 -6.303 0.014 0.702 0.745 0.103
H -4.305 -4.878 -1.026 0.125 0.202 0.370
H -5.926 -3.479 2.291 0.220 -0.126 -0.830
H -6.116 -5.110 1.699 0.516 0.799 -0.475
H -6.163 -2.550 -0.092 0.008 -0.016 -0.018
H -7.514 -3.660 0.298 0.583 0.381 0.068
H -6.303 -4.184 -0.773 0.502 -0.188 -0.012
```
Positions in Å, forces in eV/Å.

Computed properties:
* 2S+1: 1
* energy above the lowest of the compared OMol25 structures with the same formula, charge and spin: 6.2 kJ/mol
* E_HOMO: -0.4770 hartree
* lowest unoccupied orbital energy: -5.31 eV
* total charge: +2

Löwdin atomic charge list, values in e, 8 entries: Tl 0.831; C -0.010; C -0.320; C -0.007; C 0.042; C -0.143; C -0.043; C -0.033